Record 1
Computed, not measured: C31H47BrN4OP2Zn as an isolated structure in a non-equilibrium geometry, with the ωB97M-V functional and the def2-TZVPD basis.

Geometry (Å):
Zn  0.00608  -1.28988  0.02061
C  3.27605  -1.57172  2.19612
C  3.89500  -1.06158  0.86491
C  4.69246  0.17544  1.08690
P  2.52482  -1.00673  -0.45928
C  3.32384  -2.06615  -1.72174
C  4.76314  -1.84797  -2.21053
C  2.32514  -2.30615  -2.89537
C  2.39385  0.59673  -1.31232
C  3.44418  1.23725  -1.96359
C  3.31698  2.34814  -2.74177
C  4.52896  2.92808  -3.51365
C  2.07286  2.96368  -2.71197
C  1.01643  2.39720  -2.09253
C  1.14343  1.21615  -1.29718
N  0.02063  0.61403  -0.72372
C  -1.03360  1.34535  -0.31029
C  -0.94954  2.63910  0.23995
C  -1.99552  3.23332  0.84984
C  -3.29592  2.69212  0.86015
C  -4.46235  3.39915  1.46235
C  -3.43418  1.44334  0.32433
C  -2.33930  0.76635  -0.27643
P  -2.44959  -0.96953  -0.60779
C  -3.85693  -1.73939  0.27461
C  -5.27290  -1.57836  -0.23164
C  -3.83694  -1.41383  1.79564
C  -2.90189  -1.18784  -2.39822
C  -1.66864  -1.56977  -3.19779
C  -3.69609  -0.00929  -2.93804
H  4.05193  -1.91544  2.86177
H  2.51836  -2.36517  2.03611
H  2.79627  -0.73517  2.74470
H  4.52253  -1.87468  0.50501
H  4.06166  0.98559  1.46484
H  5.09955  0.55703  0.12767
H  5.51083  0.02633  1.84572
H  3.32530  -3.00038  -1.11462
H  4.88344  -1.05378  -2.96182
H  5.13154  -2.78794  -2.63672
H  5.38143  -1.67048  -1.32896
H  2.36372  -1.46805  -3.61798
H  1.28663  -2.30976  -2.51594
H  2.44394  -3.22330  -3.46625
H  4.42061  0.83802  -1.87978
H  4.22405  3.77942  -4.06360
H  4.92025  2.19328  -4.20901
H  5.32639  3.24632  -2.85333
H  1.90252  3.92305  -3.24371
H  0.05940  2.95364  -2.06241
H  0.06151  3.13603  0.30607
H  -1.87960  4.22936  1.28025
H  -4.81245  4.17639  0.73741
H  -4.16752  3.98969  2.31780
H  -5.31851  2.71989  1.78503
H  -4.40245  0.87846  0.48463
H  -3.57662  -2.80049  0.16870
H  -5.64352  -0.59170  -0.25731
H  -5.87686  -2.18113  0.43868
H  -5.34890  -1.95370  -1.24304
H  -4.63163  -0.65994  1.98342
H  -2.90918  -0.93465  2.12170
H  -4.00160  -2.30206  2.39185
H  -3.59543  -2.08868  -2.39286
H  -0.86791  -0.78703  -3.24144
H  -1.99956  -1.74620  -4.24935
H  -1.27136  -2.47052  -2.86416
H  -3.12783  0.96952  -2.78125
H  -4.68348  0.03824  -2.48729
H  -3.93648  -0.22939  -3.99121
C  0.62437  2.02716  4.21437
N  -0.01103  0.81770  3.70133
C  -0.56038  0.01341  4.65444
C  -0.96556  -1.23928  4.36688
C  -0.70910  -1.71062  3.05096
N  -0.10962  -0.92044  2.15124
C  0.45470  0.24380  2.48704
O  1.18172  0.91080  1.76731
N  -1.12822  -2.90894  2.65697
H  0.68534  2.77135  3.41859
H  1.60611  1.75940  4.63764
H  -0.00191  2.38266  5.01076
H  -0.83299  0.45419  5.57985
H  -1.44239  -1.86641  5.11082
H  -1.63815  -3.57405  3.25447
H  -0.93528  -3.24136  1.70649
Br  -0.00900  -3.78731  -0.28005

Output
Orbital gap   6.5 eV
Strongest force on any atom   2.8 eV Å⁻¹
LUMO level   0.16 eV
E_HOMO   -0.233 Ha

These are the Mulliken partial charges, in e, on atoms 1 to 5:
1 Zn 1.53
2 C -1.37
3 C 0.21
4 C -1.36
5 P -0.26

Record 2
Computed, not measured: C31H47CrNO3P2S as an isolated structure in a non-equilibrium geometry, with the ωB97M-V functional and the def2-TZVPD basis.

Geometry (Å):
Cr  4.23278  1.65011  -2.19294
C  -0.15150  -0.62635  2.17288
C  -0.39120  0.75720  1.94816
C  -2.12193  -0.43317  1.00604
C  -1.18797  -1.36196  1.53803
C  -1.61502  0.87637  1.23543
C  0.96524  -1.22945  2.92144
H  1.51484  -0.47123  3.49253
H  1.65789  -1.74516  2.23650
H  0.58545  -1.98004  3.63133
C  -1.28588  -2.83033  1.48307
H  -0.29015  -3.27116  1.32583
H  -1.92791  -3.13614  0.64569
H  -1.70471  -3.24688  2.41369
C  -3.38152  -0.78954  0.33178
H  -3.94876  -1.52042  0.92691
H  -3.17495  -1.22725  -0.65769
H  -4.00696  0.09892  0.18779
C  -2.27609  2.12690  0.81006
H  -3.15823  2.33980  1.43658
H  -2.62271  2.05416  -0.23247
H  -1.59652  2.98340  0.89458
C  0.45102  1.89360  2.38373
H  -0.02675  2.45382  3.20308
H  0.61880  2.60066  1.55576
H  1.42911  1.54893  2.73592
C  6.07951  1.42141  -2.48983
C  5.90077  1.07374  -0.97277
C  6.26893  2.20037  0.00922
C  5.46309  3.49806  -0.24428
C  4.24152  3.28896  -1.13152
C  4.28277  3.59948  -2.56420
C  5.59207  3.83377  -3.26538
C  6.66584  2.73324  -2.91724
H  7.34428  2.40889  -0.05727
H  6.11963  4.27375  -0.66496
H  6.10207  1.85518  1.03629
H  7.37545  3.12172  -2.17230
H  6.42309  0.54659  -3.06566
H  6.53493  0.19100  -0.77530
H  7.26284  2.54314  -3.82473
H  5.42853  3.83334  -4.35385
H  3.42098  4.13290  -2.98596
H  6.01318  4.83305  -3.05217
H  5.13216  3.90550  0.72133
H  3.27991  3.46099  -0.62214
P  4.29825  0.08508  -0.43319
P  -0.36128  2.01261  -2.21142
C  2.31617  0.90010  -2.68567
C  1.20897  1.74095  -3.29190
H  1.96558  0.29853  -1.82834
H  2.69713  0.18550  -3.45091
H  1.56905  2.73235  -3.60505
H  0.80004  1.22742  -4.17241
C  -1.67120  2.07760  -3.49452
H  -2.56945  1.65625  -3.01693
H  -1.39623  1.44053  -4.34743
H  -1.84781  3.11864  -3.80246
C  -0.07996  3.79141  -1.84253
H  -0.04876  4.38830  -2.76293
H  0.86909  3.90225  -1.30059
H  -0.89561  4.13822  -1.19481
C  4.73610  -1.66835  -0.39159
H  3.81764  -2.22126  -0.12199
H  5.53508  -1.83088  0.34935
H  5.07072  -1.97516  -1.39025
C  3.91102  0.39386  1.31136
H  2.82677  0.22599  1.39215
H  4.13949  1.40950  1.65133
H  4.42011  -0.33211  1.96173
O  1.76366  -2.71034  -0.12649
C  0.98358  -2.59575  -1.10213
N  0.58797  -1.41147  -1.64908
S  -0.54206  -1.53347  -2.80607
O  -1.83354  -1.01503  -2.38669
O  -0.08505  -1.10576  -4.11220
C  -0.59977  -3.29263  -2.72193
C  -1.44281  -4.14732  -3.43196
C  -1.36350  -5.51915  -3.15331
C  -0.44969  -5.99585  -2.19657
C  0.38636  -5.11281  -1.50579
C  0.30200  -3.73987  -1.77578
H  -2.12984  -3.72857  -4.17064
H  -2.01407  -6.21522  -3.68857
H  -0.40061  -7.06993  -1.99640
H  1.10933  -5.45463  -0.76536

Output
Orbital gap (spin up / spin down)   6.6 / 5.4 eV
Strongest force on any atom   4.5 eV Å⁻¹
LUMO level (spin up / spin down)   -3.61 / -4.86 eV
E_HOMO (spin up / spin down)   -0.376 / -0.376 Ha
2S+1   4
Total charge   +1

These are the Mulliken partial charges, in e, on atoms 1 to 5:
1 Cr -0.54
2 C 0.69
3 C 0.73
4 C 0.76
5 C 0.81